ORCA calculation (ωB97M-V with the def2-TZVPD basis set) on 3 unconnected molecules or ions with the total composition C24H55NO5PS in a non-equilibrium geometry.

For the total energy, the calculation gives -2117.9345 hartree. The multiplicity is 1. As for the total charge: -1.

```
87
Properties=species:S:1:pos:R:3:forces:R:3
C 2.4136 -3.0736 2.8462 -0.1 0.2 -0.1
C 1.9355 -2.7888 1.3994 -0.2 -0.3 0.0
C 2.9618 -1.9808 0.5772 0.1 -0.4 0.5
C 0.4939 -2.2019 1.3651 1.1 0.4 0.4
C 0.4862 -0.7253 1.8252 0.3 -0.5 -0.1
P -1.2396 -0.1563 2.4274 0.0 -1.4 -1.3
C -3.0490 0.1357 2.9376 -1.1 -0.2 0.1
C -3.8819 -1.1198 2.7807 0.5 0.4 0.0
O -3.5665 -2.2069 3.1881 0.1 -0.4 0.2
N -5.1695 -0.9470 2.1132 -0.1 -0.6 0.3
C -5.4750 -2.1121 1.2650 -0.1 0.5 -0.6
C -6.1554 -0.8848 3.2039 -0.1 0.2 0.0
S -0.3836 0.7087 4.2880 1.6 2.8 0.6
C 0.1633 -0.6839 5.3366 0.4 0.0 0.1
O -1.2844 1.6140 5.0321 -0.1 -1.4 0.0
O 0.8740 1.4230 3.9447 -0.6 -1.1 0.2
O -1.1017 1.4306 1.8105 -0.4 -0.3 0.0
C -1.2490 1.5270 0.4145 0.8 0.1 0.7
C -1.8928 0.1961 -0.1142 -0.2 1.7 0.9
O -1.8949 -0.7469 0.9036 0.5 -0.2 0.2
H 2.4083 -4.1443 3.0622 0.0 0.0 0.0
H 1.7587 -2.5925 3.5761 0.1 0.0 0.0
H 3.4305 -2.7113 3.0160 -0.1 0.0 0.1
H 1.8621 -3.7699 0.9120 0.1 0.1 0.0
H 2.9370 -2.3035 -0.4656 0.0 0.2 -0.1
H 2.8279 -0.9017 0.6381 -0.2 0.0 0.0
H 3.9554 -2.1865 0.9907 0.1 0.0 -0.3
H 0.1331 -2.3146 0.3435 -0.4 0.0 0.1
H -0.0852 -2.8136 2.0640 -0.3 0.0 -0.3
H 1.2542 -0.6566 2.6071 -0.2 0.3 0.0
H 0.8542 -0.1263 0.9847 -0.2 0.2 0.2
H -1.2857 -1.4303 3.1068 -0.3 0.1 -0.2
H -3.4799 0.8564 2.2406 0.1 0.2 0.3
H -3.2020 0.4836 3.9654 0.3 0.1 -0.1
H -4.5553 -2.6006 0.9495 0.0 -0.1 0.1
H -6.1585 -2.8226 1.7380 0.2 -0.2 0.1
H -5.9727 -1.7515 0.3561 0.0 0.0 0.1
H -5.8403 -0.1578 3.9552 -0.1 0.1 -0.1
H -6.2598 -1.8540 3.7141 0.1 0.0 0.0
H -7.1404 -0.6161 2.8156 0.1 0.1 0.0
H -0.1269 -1.6500 4.9272 -0.3 0.1 0.0
H -0.1598 -0.5561 6.3688 -0.3 0.1 -0.2
H 1.2546 -0.6528 5.3374 -0.1 0.2 -0.1
H -0.2434 1.7341 0.0140 -0.1 -0.3 -0.3
H -1.8259 2.4355 0.2046 -0.3 -0.3 -0.1
H -1.3138 -0.0686 -1.0036 -0.4 -0.5 -0.2
H -2.9432 0.4653 -0.2832 0.0 -0.3 -0.8
C -4.9155 -0.1347 -3.0094 0.0 -0.1 -0.1
C -3.6659 0.3920 -3.7075 0.0 0.0 0.1
C -3.6304 1.9149 -3.8224 0.1 0.0 -0.1
C -4.7607 2.5283 -4.6507 0.0 0.0 0.1
C -4.8593 2.0181 -6.0872 0.0 0.1 0.0
C -3.6234 2.3251 -6.9274 -0.1 -0.1 0.0
H -5.8231 0.1102 -3.5654 0.0 0.0 0.0
H -4.8710 -1.2208 -2.9155 0.0 0.0 0.0
H -5.0052 0.2831 -2.0048 0.0 0.0 0.0
H -3.5752 -0.0679 -4.6966 0.0 0.0 0.0
H -2.7893 0.0707 -3.1399 0.0 0.0 0.0
H -2.6657 2.2150 -4.2423 0.0 0.0 0.0
H -3.6653 2.3459 -2.8171 0.0 0.0 0.0
H -4.6261 3.6149 -4.6687 0.0 0.0 0.0
H -5.7164 2.3537 -4.1483 0.0 0.0 0.0
H -5.7286 2.4842 -6.5606 0.0 0.0 0.0
H -5.0493 0.9413 -6.0955 0.0 0.0 0.0
H -3.4350 3.4004 -6.9631 0.0 0.0 0.0
H -3.7595 1.9744 -7.9522 0.0 0.0 0.0
H -2.7336 1.8364 -6.5283 0.0 0.0 0.0
C 9.1550 1.6457 0.2888 -0.1 0.1 0.0
C 7.7042 1.5435 0.7495 0.1 -0.1 0.1
C 7.0915 0.1615 0.5289 -0.1 0.0 0.0
C 7.0132 -0.2859 -0.9316 0.1 0.0 0.0
C 6.2349 0.6521 -1.8526 -0.1 -0.1 0.0
C 4.7683 0.7996 -1.4606 0.1 0.1 -0.1
H 9.2503 1.4802 -0.7857 0.0 0.0 0.0
H 9.5562 2.6377 0.5046 0.0 0.0 0.0
H 9.7796 0.9124 0.8040 0.0 0.0 0.0
H 7.1049 2.3085 0.2487 0.0 0.0 0.0
H 7.6587 1.7725 1.8174 0.0 0.0 0.0
H 6.0909 0.1451 0.9690 0.0 0.0 0.0
H 7.6754 -0.5783 1.0863 0.0 0.0 0.0
H 6.5510 -1.2776 -0.9634 0.0 0.0 0.0
H 8.0249 -0.4138 -1.3300 0.0 0.0 0.0
H 6.2890 0.2580 -2.8718 0.0 0.0 0.0
H 6.7086 1.6380 -1.8827 0.0 0.0 0.0
H 4.2694 -0.1711 -1.4591 0.0 0.0 0.1
H 4.2458 1.4457 -2.1680 0.0 0.0 0.0
H 4.6582 1.2405 -0.4691 0.0 0.0 0.0
```
Positions in Å, forces in eV/Å.